No. 1
Density functional theory data (ωB97M-V/def2-TZVPD) for one molecule with the formula C6H12O.

As for the SMILES: CC[C@H]1C[C@H]1CO. Its calculated total energy is -8463.1649 eV. The value obtained for the max |F| is 0.41 eV/A. The HOMO-LUMO gap is 11.07 eV.

Positions of all 19 atoms, in Å:
C1 0.11 1.45 1.77
C2 -0.52 0.10 1.45
C3 0.35 -0.83 0.62
C4 -0.18 -1.71 -0.48
C5 0.69 -0.53 -0.81
C6 0.03 0.60 -1.57
O1 -0.06 0.30 -2.95
H1 1.04 1.35 2.34
H2 -0.57 2.07 2.36
H3 0.35 2.01 0.86
H4 -1.48 0.26 0.94
H5 -0.77 -0.41 2.39
H6 1.13 -1.33 1.19
H7 0.23 -2.71 -0.59
H8 -1.24 -1.63 -0.73
H9 1.71 -0.73 -1.15
H10 -0.97 0.78 -1.14
H11 0.59 1.53 -1.50
H12 -0.44 -0.59 -3.01

Results of the Mulliken charge analysis, in e, for atoms 1 through 4: -1.091, -0.719, 0.016, -0.779

---

No. 2
Density functional theory data (ωB97M-V/def2-TZVPD) for a 8-piece molecular cluster, C32H54N6O4S2 overall in a non-equilibrium geometry.

As for the SMILES: O=S1(=O)CCCC1.O=S1(=O)CCCC1.c1cc[nH]c1.c1cc[nH]c1.CCCC#N.CCCC#N.CCCC#N.CCCC#N. Its calculated total energy is -72855.9170 eV. The value obtained for the max |F| is 4.10 eV/A. The HOMO-LUMO gap is 8.12 eV.

Positions of all 98 atoms, in Å:
C1 -6.08 -3.15 4.44
C2 -4.87 -2.43 3.90
C3 -4.11 -3.25 2.96
C4 -3.23 -4.23 3.59
N1 -2.56 -5.06 4.11
H1 -6.73 -3.49 3.63
H2 -6.60 -2.66 5.27
H3 -5.79 -4.13 4.83
H4 -4.28 -2.13 4.77
H5 -5.21 -1.50 3.43
H6 -3.64 -2.57 2.25
H7 -4.86 -3.73 2.34
C5 2.89 5.10 -5.31
C6 1.90 4.93 -6.43
C7 0.44 4.52 -5.96
C8 -0.40 5.44 -5.20
N2 -1.04 6.14 -4.57
H8 3.86 5.33 -5.75
H9 3.01 4.27 -4.62
H10 2.53 5.91 -4.67
H11 2.29 4.21 -7.14
H12 1.64 5.88 -6.91
H13 0.40 3.54 -5.48
H14 -0.11 4.37 -6.89
C9 -5.34 1.32 -5.06
C10 -4.28 0.83 -6.10
C11 -4.70 -0.41 -6.94
C12 -4.81 -1.64 -6.12
N3 -4.87 -2.58 -5.47
H15 -5.50 0.49 -4.37
H16 -6.23 1.59 -5.62
H17 -5.00 2.17 -4.48
H18 -3.36 0.52 -5.61
H19 -3.95 1.63 -6.76
H20 -4.00 -0.57 -7.77
H21 -5.66 -0.25 -7.43
C13 0.68 9.50 -0.82
C14 1.92 9.28 0.14
C15 1.70 8.40 1.38
C16 1.55 6.95 0.98
N4 1.46 5.85 0.69
H22 0.53 8.62 -1.44
H23 0.76 10.37 -1.46
H24 -0.27 9.61 -0.30
H25 2.20 10.26 0.53
H26 2.80 8.90 -0.38
H27 0.84 8.73 1.96
H28 2.54 8.50 2.07
C17 3.78 -4.64 1.48
C18 3.14 -5.36 2.64
C19 4.25 -5.57 3.72
S1 5.89 -5.47 2.86
O1 6.62 -6.76 2.83
O2 6.56 -4.24 3.19
C20 5.16 -5.21 1.19
H29 3.89 -3.57 1.67
H30 3.16 -4.81 0.60
H31 2.70 -6.31 2.33
H32 2.37 -4.67 3.00
H33 4.22 -6.58 4.13
H34 4.27 -4.82 4.52
H35 5.08 -6.22 0.79
H36 5.83 -4.67 0.53
C21 1.72 2.34 4.86
C22 0.19 2.32 5.17
C23 -0.14 1.16 6.13
S2 1.48 0.51 6.90
O3 1.76 -0.83 6.41
O4 1.42 0.85 8.36
C24 2.54 1.75 6.03
H37 2.16 3.32 4.65
H38 1.86 1.83 3.91
H39 -0.32 2.22 4.22
H40 -0.08 3.28 5.62
H41 -0.65 0.29 5.72
H42 -0.81 1.57 6.89
H43 3.52 1.34 5.80
H44 2.75 2.52 6.77
N5 -0.02 0.59 -0.26
C25 -1.03 0.72 -1.23
C26 -1.49 -0.56 -1.53
C27 -0.70 -1.43 -0.78
C28 0.10 -0.71 0.12
H45 0.44 1.40 0.14
H46 -1.28 1.71 -1.59
H47 -2.31 -0.79 -2.19
H48 -0.72 -2.51 -0.73
H49 0.70 -1.07 0.94
N6 0.27 -6.44 -3.29
C29 1.33 -7.23 -2.98
C30 1.14 -7.95 -1.76
C31 -0.21 -7.71 -1.48
C32 -0.75 -6.92 -2.49
H50 0.27 -5.81 -4.08
H51 2.22 -7.18 -3.59
H52 1.75 -8.58 -1.13
H53 -0.81 -8.02 -0.63
H54 -1.70 -6.40 -2.58

Results of the Mulliken charge analysis, in e, for atoms 1 through 4: -1.250, -0.356, -0.327, 0.327

---

No. 3
Density functional theory data (ωB97M-V/def2-TZVPD) for a 4-piece molecular cluster, C54H46N3O6 overall in a non-equilibrium geometry.

Its calculated total energy is -73485.3062 eV. The value obtained for the max |F| is 6.40 eV/A. The HOMO-LUMO gap is 6.31 eV. Its charge is +1.

Positions of all 109 atoms, in Å:
C1 -2.86 -4.16 -3.09
C2 -2.75 -4.20 -1.60
C3 -3.66 -3.23 -0.59
C4 -4.43 -4.07 0.58
C5 -6.05 -4.02 0.75
C6 -6.90 -3.42 -0.52
C7 -7.86 -2.11 -0.13
N1 -7.08 -0.95 0.44
C8 -3.94 -3.11 1.85
N2 -2.89 -2.21 1.64
C9 -2.46 -2.41 0.20
N3 -1.68 -1.34 -0.53
C10 -2.30 -0.12 -0.49
C11 -3.81 0.23 -1.06
C12 -1.45 1.18 0.14
H1 -3.90 -3.82 -3.56
H2 -1.95 -4.41 -3.77
H3 -1.93 -4.92 -1.14
H4 -4.23 -2.51 -1.31
H5 -4.08 -5.18 0.55
H6 -6.41 -5.14 0.93
H7 -6.36 -3.44 1.75
H8 -7.69 -4.27 -0.82
H9 -6.29 -3.21 -1.49
H10 -8.81 -2.42 0.51
H11 -8.30 -1.74 -1.17
H12 -6.92 -0.18 -0.25
H13 -6.19 -1.23 0.90
H14 -4.50 -3.16 2.90
H15 -2.55 -1.58 2.40
H16 -1.64 -3.27 0.31
H17 -3.95 -0.42 -2.04
H18 -4.58 -0.23 -0.27
H19 -4.00 1.36 -1.30
H20 -0.75 0.88 1.02
H21 -2.24 2.03 0.43
H22 -0.85 1.65 -0.78
C13 -3.37 8.53 -6.51
C14 -4.58 8.27 -5.87
C15 -4.78 7.06 -5.21
C16 -3.78 6.09 -5.21
C17 -2.58 6.33 -5.88
C18 -2.37 7.56 -6.52
C19 -1.53 5.29 -5.93
O1 -0.47 5.51 -6.52
C20 -1.77 3.99 -5.28
C21 -0.81 2.98 -5.37
C22 -1.02 1.75 -4.75
C23 -2.19 1.53 -4.02
C24 -3.16 2.54 -3.93
C25 -2.95 3.76 -4.57
C26 -3.99 4.81 -4.50
O2 -5.02 4.62 -3.87
H23 -3.21 9.48 -7.01
H24 -5.37 9.03 -5.87
H25 -5.73 6.87 -4.70
H26 -1.43 7.76 -7.03
H27 0.11 3.14 -5.93
H28 -0.27 0.96 -4.82
H29 -2.36 0.58 -3.53
H30 -4.07 2.36 -3.37
C27 3.57 -0.78 8.39
C28 4.28 -1.95 8.14
C29 4.11 -2.63 6.93
C30 3.20 -2.14 5.98
C31 2.48 -0.98 6.24
C32 2.67 -0.29 7.45
C33 1.49 -0.48 5.27
O3 0.85 0.54 5.50
C34 1.27 -1.23 4.02
C35 0.29 -0.80 3.11
C36 0.09 -1.50 1.91
C37 0.87 -2.62 1.62
C38 1.84 -3.05 2.52
C39 2.03 -2.36 3.73
C40 3.04 -2.85 4.70
O4 3.72 -3.84 4.44
H31 3.72 -0.25 9.33
H32 4.98 -2.34 8.88
H33 4.67 -3.54 6.74
H34 2.11 0.62 7.66
H35 -0.32 0.07 3.33
H36 -0.67 -1.16 1.21
H37 0.72 -3.16 0.69
H38 2.44 -3.93 2.29
C41 6.66 -2.94 2.96
C42 7.81 -3.34 2.29
C43 8.38 -2.51 1.32
C44 7.78 -1.28 1.01
C45 6.61 -0.90 1.66
C46 6.05 -1.72 2.64
C47 5.94 0.37 1.30
O5 4.91 0.71 1.88
C48 6.52 1.22 0.24
C49 5.87 2.39 -0.15
C50 6.42 3.21 -1.14
C51 7.63 2.85 -1.74
C52 8.28 1.68 -1.36
C53 7.72 0.85 -0.37
C54 8.40 -0.40 0.00
O6 9.46 -0.72 -0.53
H39 6.22 -3.58 3.72
H40 8.28 -4.29 2.52
H41 9.29 -2.82 0.81
H42 5.14 -1.42 3.16
H43 4.93 2.68 0.32
H44 5.91 4.12 -1.44
H45 8.06 3.49 -2.51
H46 9.22 1.41 -1.84

Results of the Mulliken charge analysis, in e, for atoms 1 through 4: -0.755, -0.300, 1.025, 0.378

---

No. 4
Density functional theory data (ωB97M-V/def2-TZVPD) for a 11-piece molecular cluster, C28H49Cl8FO6 overall in a non-equilibrium geometry.

As for the SMILES: Fc1ccccc1.CC(C)=O.CC(C)=O.CC(C)=O.CC(C)=O.CC(C)=O.CC(C)=O.ClCCl.ClCCl.ClCCl.ClCCl. Its calculated total energy is -145012.8657 eV. The value obtained for the max |F| is 1.96 eV/A. The HOMO-LUMO gap is 9.58 eV.

Positions of all 92 atoms, in Å:
F1 -3.91 2.70 4.21
C1 -3.40 1.72 4.99
C2 -3.98 1.47 6.21
C3 -3.46 0.44 6.99
C4 -2.36 -0.31 6.56
C5 -1.79 -0.02 5.32
C6 -2.32 1.00 4.52
H1 -4.81 2.07 6.53
H2 -3.95 0.23 7.93
H3 -1.96 -1.10 7.18
H4 -0.94 -0.61 4.98
H5 -1.91 1.19 3.53
C7 6.35 -0.42 0.43
Cl1 4.77 0.24 0.84
Cl2 6.80 -1.78 1.46
H6 6.32 -0.75 -0.59
H7 7.08 0.36 0.57
C8 0.86 -0.27 0.49
Cl3 -0.03 -0.36 2.00
Cl4 0.40 1.11 -0.52
H8 1.91 -0.14 0.72
H9 0.76 -1.20 -0.05
C9 2.00 2.54 2.63
Cl5 0.61 3.62 2.41
Cl6 3.48 3.44 3.01
H10 1.79 1.86 3.44
H11 2.17 2.03 1.69
C10 -1.33 4.34 -0.71
Cl7 -2.33 3.28 -1.69
Cl8 0.04 4.99 -1.62
H12 -1.94 5.15 -0.36
H13 -0.92 3.75 0.10
C11 3.61 -4.77 1.24
C12 2.31 -4.02 1.03
O1 2.25 -2.81 1.09
C13 1.10 -4.83 0.68
H14 4.36 -4.08 1.61
H15 3.94 -5.16 0.28
H16 3.47 -5.60 1.94
H17 1.39 -5.82 0.32
H18 0.53 -4.31 -0.09
H19 0.44 -4.95 1.54
C14 0.80 2.03 -4.03
C15 1.97 1.79 -4.94
O2 3.07 1.61 -4.51
C16 1.70 1.81 -6.42
H20 1.00 1.62 -3.04
H21 -0.12 1.60 -4.43
H22 0.61 3.11 -3.93
H23 0.91 1.09 -6.69
H24 2.60 1.54 -6.97
H25 1.39 2.81 -6.72
C17 -4.94 -0.58 -0.65
C18 -3.95 -0.86 -1.73
O3 -4.31 -1.20 -2.85
C19 -2.51 -0.60 -1.44
H26 -5.42 -1.52 -0.35
H27 -5.69 0.12 -1.01
H28 -4.45 -0.17 0.24
H29 -2.10 -1.23 -0.65
H30 -2.36 0.43 -1.09
H31 -1.94 -0.77 -2.35
C20 3.54 3.01 -1.75
C21 4.10 4.14 -2.59
O4 5.27 4.25 -2.77
C22 3.13 5.14 -3.17
H32 3.63 2.08 -2.31
H33 2.50 3.19 -1.50
H34 4.14 2.92 -0.84
H35 2.23 4.67 -3.54
H36 3.63 5.71 -3.96
H37 2.83 5.85 -2.39
C23 -4.93 -1.43 4.03
C24 -4.34 -2.49 3.14
O5 -5.00 -3.41 2.74
C25 -2.90 -2.34 2.75
H38 -5.99 -1.61 4.17
H39 -4.78 -0.43 3.61
H40 -4.45 -1.46 5.02
H41 -2.64 -3.11 2.03
H42 -2.24 -2.45 3.62
H43 -2.72 -1.35 2.34
C26 -0.26 -3.92 -4.23
C27 -0.04 -2.87 -3.21
O6 -0.39 -3.03 -2.08
C28 0.63 -1.60 -3.66
H44 -0.62 -3.48 -5.16
H45 -0.98 -4.64 -3.86
H46 0.70 -4.40 -4.45
H47 -0.15 -0.91 -4.00
H48 1.35 -1.76 -4.46
H49 1.13 -1.14 -2.81

Results of the Mulliken charge analysis, in e, for atoms 1 through 4: -0.348, 0.214, -0.449, -0.332

---

No. 5
Density functional theory data (ωB97M-V/def2-TZVPD) for a 6-piece molecular cluster, C27H30O15 overall in a non-equilibrium geometry.

As for the SMILES: O=C1C=C(O)C(=O)C=C1O.O=C1C=C(O)C(=O)C=C1O.O=C1C=C(O)C(=O)C=C1O.CC(C)=O.CC(C)=O.CC(C)=O. Its calculated total energy is -59182.1821 eV. The value obtained for the max |F| is 14.72 eV/A. The HOMO-LUMO gap is 5.64 eV.

Positions of all 72 atoms, in Å:
C1 -4.18 -2.65 1.83
C2 -4.25 -2.05 3.19
C3 -3.10 -2.00 3.99
O1 -3.24 -1.52 5.10
C4 -1.76 -2.21 3.41
C5 -1.65 -2.89 2.07
C6 -2.87 -3.02 1.27
O2 -2.87 -3.57 0.16
O3 -0.55 -3.32 1.49
O4 -5.47 -1.71 3.67
H1 -5.08 -2.64 1.40
H2 -0.93 -1.98 3.99
H3 0.06 -3.35 2.07
H4 -5.29 -1.22 4.46
C7 -1.81 0.18 -1.64
C8 -2.52 -0.43 -2.88
C9 -3.91 -0.52 -2.89
O5 -4.53 -0.88 -3.88
C10 -4.70 0.03 -1.82
C11 -3.90 0.53 -0.58
C12 -2.59 0.51 -0.53
O6 -1.92 0.81 0.61
O7 -4.62 1.16 0.45
O8 -1.79 -0.89 -3.90
H5 -0.81 0.34 -1.50
H6 -5.69 -0.04 -1.88
H7 -5.58 1.15 0.39
H8 -2.54 -1.42 -4.35
C13 4.19 -0.62 -0.99
C14 3.58 -1.83 -0.26
C15 2.34 -1.69 0.51
O9 1.91 -2.58 1.16
C16 1.64 -0.39 0.28
C17 2.29 0.85 -0.50
C18 3.51 0.62 -1.11
O10 4.03 1.56 -1.84
O11 1.64 2.07 -0.58
O12 4.30 -2.96 -0.20
H9 5.39 -0.89 -1.35
H10 0.63 -0.23 0.89
H11 2.35 2.58 -1.07
H12 3.85 -3.78 0.12
C19 1.57 -6.82 1.65
C20 2.98 -6.27 2.03
O13 3.59 -5.75 1.11
C21 3.67 -6.43 3.36
H13 0.94 -6.84 2.69
H14 1.18 -7.84 1.20
H15 1.12 -6.10 1.26
H16 3.26 -5.83 4.12
H17 4.64 -6.17 3.22
H18 3.71 -7.42 3.81
C22 3.45 6.43 -1.87
C23 2.62 5.43 -2.59
O14 2.45 4.32 -2.14
C24 1.89 5.84 -3.89
H19 3.06 7.07 -1.10
H20 3.96 7.13 -2.65
H21 4.18 5.90 -1.30
H22 2.82 5.93 -4.57
H23 1.18 6.53 -3.66
H24 1.37 5.13 -4.36
C25 -0.93 4.43 -1.79
C26 -0.40 5.19 -0.58
O15 0.33 6.20 -0.65
C27 -0.55 4.63 0.88
H25 -0.34 3.51 -2.16
H26 -1.04 5.21 -2.57
H27 -1.90 4.04 -1.64
H28 -0.80 3.52 0.63
H29 -1.58 5.08 1.21
H30 0.02 4.88 1.60

Results of the Mulliken charge analysis, in e, for atoms 1 through 4: -0.886, 0.356, 0.597, -0.631

---

No. 6
Density functional theory data (ωB97M-V/def2-TZVPD) for C34H18BiN9O6S6 as an isolated structure.

Its calculated total energy is -132098.2804 eV. The value obtained for the max |F| is 0.61 eV/A. The HOMO-LUMO gap is 5.70 eV. Its charge is -2.

Positions of all 74 atoms, in Å:
Bi1 -1.78 1.16 -0.90
C1 -2.28 0.82 4.37
C2 -2.17 0.58 2.99
N1 -1.36 1.25 2.20
C3 -0.62 2.24 2.73
C4 -0.67 2.57 4.09
C5 -1.52 1.82 4.91
C6 0.10 3.68 4.60
C7 0.86 4.42 3.77
C8 0.93 4.12 2.36
C9 1.67 4.91 1.46
C10 1.70 4.57 0.14
C11 0.99 3.43 -0.28
N2 0.28 2.69 0.54
C12 0.23 3.02 1.85
H1 -2.97 0.24 4.97
H2 -2.78 -0.19 2.51
H3 -1.58 2.06 5.97
H4 0.05 3.90 5.66
H5 1.42 5.27 4.14
H6 2.19 5.78 1.83
H7 2.23 5.17 -0.59
H8 1.01 3.10 -1.31
N3 1.82 -2.14 1.99
C13 2.89 -1.34 1.64
C14 4.26 -1.43 1.90
C15 5.05 -0.43 1.38
C16 4.51 0.62 0.61
C17 3.15 0.69 0.35
C18 2.33 -0.30 0.88
N4 0.96 -0.46 0.78
C19 0.70 -1.55 1.44
C20 -0.62 -2.18 1.56
C21 -0.94 -3.15 2.46
S1 -2.52 -3.71 2.15
C22 -2.66 -2.57 0.87
N5 -1.61 -1.83 0.68
H9 1.86 -3.05 2.40
H10 4.67 -2.24 2.48
H11 6.12 -0.46 1.55
H12 5.17 1.37 0.20
H13 2.73 1.47 -0.27
H14 -0.34 -3.57 3.25
H15 -3.57 -2.48 0.29
S2 -2.16 5.93 -1.42
C23 -2.34 4.29 -1.20
S3 -1.98 3.18 -2.51
S4 -2.86 3.56 0.27
S5 -4.36 0.58 -0.35
C24 -4.66 -0.86 -1.30
C25 -5.84 -1.60 -0.93
N6 -6.78 -2.19 -0.59
C26 -3.88 -1.31 -2.31
S6 -2.43 -0.57 -2.91
C27 -4.26 -2.55 -2.97
N7 -4.54 -3.55 -3.47
O1 2.55 0.68 -2.99
C28 1.38 0.32 -2.76
O2 0.46 0.95 -2.21
C29 1.06 -1.07 -3.26
C30 1.32 -1.39 -4.58
C31 1.08 -2.68 -5.03
C32 0.64 -3.68 -4.19
C33 0.42 -3.34 -2.87
C34 0.59 -2.05 -2.40
N8 0.05 -4.41 -1.93
O3 0.08 -4.15 -0.74
O4 -0.22 -5.51 -2.38
N9 1.34 -3.01 -6.44
O5 1.24 -4.18 -6.79
O6 1.66 -2.11 -7.18
H16 1.71 -0.65 -5.26
H17 0.47 -4.69 -4.54
H18 0.35 -1.80 -1.37

Results of the Mulliken charge analysis, in e, for atoms 1 through 4: 1.519, -1.181, -0.276, 0.785